No. 1
One molecule with the formula C5H9NO in a non-equilibrium geometry, computed with ωB97M-V/def2-TZVPD.

Each line ends with the Mulliken charge.
Geometry (Å):
C -1.533 1.792 -0.040  -0.6482
O -0.208 1.464 0.293  -0.3879
C 0.549 0.603 -0.581  -0.5411
C 0.815 -0.578 0.350  0.6646
C -0.152 -1.772 0.327  -1.2930
C 2.201 -1.077 0.185  0.0681
N 3.247 -1.508 -0.074  -0.4546
H -2.219 1.540 0.783  0.2323
H -1.845 1.247 -0.937  0.3267
H -1.573 2.868 -0.223  0.2362
H 1.493 1.107 -0.825  0.3034
H -0.015 0.394 -1.493  0.2881
H 0.439 0.150 1.181  0.1653
H 0.202 -2.536 1.028  0.3577
H -1.133 -1.441 0.677  0.3692
H -0.268 -2.253 -0.651  0.3132

Summary:
Frontier orbital gap ... 11.14 eV
LUMO energy ... 0.82 eV

=====

No. 2
One molecule with the formula C6H8N4O in a non-equilibrium geometry, computed with ωB97M-V/def2-TZVPD.

Each line ends with the Mulliken charge.
Geometry (Å):
N -3.987 -0.670 0.276  -0.4473
C -2.937 -0.260 0.046  0.1181
C -1.630 0.334 -0.258  0.4254
C -1.149 1.595 0.079  -0.6778
C 0.283 1.893 0.061  -0.2608
N 1.205 1.007 0.019  0.6221
O 2.466 1.265 0.015  -0.6891
C 0.845 -0.507 0.045  0.1360
N 1.717 -1.304 -0.727  -0.6347
N 0.768 -1.082 1.301  -0.4161
C -0.725 -0.709 -0.709  -0.9003
H -1.858 2.321 0.323  0.5042
H 0.693 2.914 0.310  0.3692
H 2.669 -1.302 -0.385  0.2819
H 1.856 -1.023 -1.718  0.2539
H 1.622 -1.482 1.623  0.2184
H 0.182 -0.762 2.096  0.2313
H -1.243 -1.677 -0.605  0.4608
H -0.777 -0.549 -1.792  0.4048

Summary:
Frontier orbital gap (spin up / spin down) ... 7.75 / 7.75 eV
LUMO energy (spin up / spin down) ... -0.81 / -0.81 eV

=====

No. 3
A 2-piece molecular cluster, C4H5N overall in a non-equilibrium geometry, computed with ωB97M-V/def2-TZVPD.

Each line ends with the Mulliken charge.
Geometry (Å):
C -1.070 -1.184 0.084  -0.1480
C -1.383 0.848 -0.092  -0.0656
C -0.271 -0.108 -0.061  -0.0408
C 1.879 0.180 0.015  -0.8422
N -2.260 -0.058 0.026  -0.4389
H -1.246 -2.307 0.107  0.3141
H -1.494 1.981 -0.119  0.2894
H 2.131 -0.696 -0.479  0.3106
H 1.972 0.371 1.095  0.3167
H 1.743 0.971 -0.576  0.3046

Summary:
Frontier orbital gap ... 8.63 eV
LUMO energy ... 0.09 eV

=====

No. 4
C22H38CsN3O8P2 as an isolated structure in a non-equilibrium geometry, computed with ωB97M-V/def2-TZVPD.

Each line ends with the Mulliken charge.
Geometry (Å):
Cs 0.666 0.239 -1.622  1.8435
C 3.410 -3.340 1.694  -1.6207
C 2.885 -2.248 0.794  0.8950
C 3.389 -2.333 -0.630  -1.1771
O 1.415 -2.370 0.777  -0.1275
P 0.540 -1.280 1.496  0.0508
O 0.527 0.072 0.898  -0.8676
C -1.076 -2.070 1.541  -0.6735
P -1.858 -1.823 -0.067  0.5090
O -0.801 -1.614 -1.078  -1.0617
O -2.843 -0.613 0.139  -0.0488
C -2.485 0.734 -0.367  1.9710
C -3.044 1.730 0.612  -1.3560
C -3.017 0.891 -1.775  -1.4504
O -2.776 -3.056 -0.373  -0.3908
C -4.103 -3.369 0.153  0.5141
C -4.238 -3.035 1.628  -1.1764
C -5.137 -2.682 -0.710  -1.2411
O 1.093 -1.299 2.988  -0.2240
C 1.164 -0.083 3.795  0.7663
C 2.090 -0.400 4.943  -1.4933
C -0.227 0.315 4.241  -0.9108
H 4.498 -3.269 1.765  0.4107
H 3.155 -4.320 1.280  0.3394
H 2.987 -3.259 2.695  0.3294
H 3.138 -1.270 1.211  0.3165
H 3.014 -3.239 -1.111  0.2971
H 4.479 -2.368 -0.606  0.4411
H 3.096 -1.468 -1.223  0.0141
H -1.667 -1.604 2.331  0.5258
H -0.940 -3.132 1.750  0.5804
H -1.398 0.810 -0.386  -1.1325
H -4.135 1.652 0.653  0.3481
H -2.760 2.734 0.292  0.2679
H -2.645 1.558 1.613  0.1920
H -4.106 0.793 -1.777  0.3667
H -2.595 0.122 -2.426  0.4033
H -2.735 1.872 -2.160  0.3775
H -4.171 -4.445 0.025  0.4207
H -4.107 -1.963 1.802  0.1682
H -3.519 -3.589 2.236  0.2790
H -5.240 -3.305 1.966  0.5010
H -5.081 -1.599 -0.580  0.1386
H -6.138 -3.018 -0.428  0.4634
H -4.974 -2.917 -1.762  0.3352
H 1.588 0.701 3.170  0.2513
H 1.679 -1.208 5.555  0.3261
H 2.217 0.482 5.574  0.4163
H 3.072 -0.709 4.578  0.3490
H -0.684 -0.488 4.828  0.2851
H -0.869 0.549 3.388  -0.1375
H -0.173 1.209 4.866  0.4725
O 2.055 -0.349 -4.668  -0.7061
C 2.188 0.645 -3.934  -0.1403
O 1.314 1.465 -3.552  -0.8752
C 3.582 0.840 -3.330  0.8749
C 4.708 0.843 -4.148  -0.6183
C 5.948 1.054 -3.581  -0.3039
C 6.041 1.224 -2.203  -0.6370
C 4.877 1.165 -1.461  -0.3231
N 3.665 0.982 -2.001  0.0408
H 4.582 0.675 -5.210  0.4351
H 6.837 1.083 -4.199  0.3995
H 6.994 1.393 -1.715  0.3865
H 4.911 1.270 -0.382  0.4099
N -3.014 4.968 -1.651  0.0714
C -2.773 6.210 -2.122  -0.2379
C -1.417 6.300 -2.300  -0.7257
C -0.926 5.033 -1.917  -0.2934
N -1.899 4.224 -1.524  -0.3548
H -3.904 4.557 -1.432  0.1990
H -3.568 6.920 -2.284  0.4433
H -0.859 7.148 -2.662  0.3668
H 0.093 4.673 -1.923  0.5122

Summary:
Frontier orbital gap ... 7.84 eV
LUMO energy ... 0.13 eV

=====

Relative energy (zero: lowest compared OMol25 entry of this formula, charge and spin) readings, ordered: 255.1 356.6 656.3 207.6 kJ/mol